This record from OMol25 describes a cluster of 3 separate species, C39H83N5O8 in total. The level of theory is ωB97M-V/def2-TZVPD.

Calculated values
**M**: 750.120 g/mol
**Orbital gap**: 0.330 Eh
**SMILES**: [H]/N=C(\N)NCCCC[C@@]1(C)OC(=O)O[C@]1(CCCCCCCCCCCCCC)CCCOC.COCCNCCOC.COCCNCCOC
**LUMO**: 0.51 eV

```
135
C39H83N5O8, DFT ωB97M-V/def2-TZVPD
H -0.11985 -2.54867 -5.01003
N 0.70544 -2.79660 -4.47941
C 0.71546 -2.15881 -3.38346
N -0.33466 -1.24843 -3.02614
N 1.81234 -2.29446 -2.51851
C 1.49941 -2.46947 -1.07605
C 2.17673 -1.42396 -0.20837
C 1.39006 -0.11566 -0.11575
C 1.59507 0.53228 1.26194
C 1.40498 2.03450 1.31372
C 2.20916 2.55467 2.53195
O 1.97265 2.75825 0.17296
C 1.49244 4.02673 0.32395
O 1.95474 5.04623 -0.19250
O 0.37654 4.00405 1.11142
C -0.01857 2.57013 1.19338
C -0.71697 2.33848 -0.16398
C -2.05043 1.60374 -0.16075
C -2.80523 1.83466 -1.48066
C -4.31913 1.73774 -1.32223
C -4.86895 0.29393 -1.22517
C -4.02923 -0.75086 -1.94944
C -4.58456 -2.16446 -1.88434
C -4.73582 -2.72217 -0.45417
C -3.63250 -2.32124 0.52365
C -3.89193 -2.91011 1.93036
C -2.87321 -3.95810 2.38924
C -1.42329 -3.54647 2.13332
C -0.42180 -4.20274 3.11849
C 0.53085 -3.15054 3.68180
C -0.87229 2.47027 2.43612
C -1.29866 1.04547 2.82638
C -2.74441 0.92434 3.32811
O -2.78721 0.74321 4.72659
C -3.11060 -0.56399 5.13966
H 0.08544 -0.36952 -2.74288
H -0.88325 -1.60344 -2.25538
H 2.27213 -3.13712 -2.83206
H 1.86734 -3.44739 -0.77778
H 0.43104 -2.47683 -0.87829
H 3.20518 -1.25976 -0.51181
H 2.23453 -1.82991 0.80040
H 1.64295 0.57008 -0.91762
H 0.33156 -0.37684 -0.19286
H 0.96001 0.03553 1.98330
H 2.62057 0.33074 1.56522
H 2.22608 1.78161 3.29608
H 3.22671 2.70692 2.19910
H 1.79257 3.43865 2.99611
H -0.89483 3.32653 -0.57267
H -0.05656 1.84615 -0.86991
H -1.88891 0.53684 -0.01045
H -2.70744 1.96050 0.62782
H -2.41850 1.18118 -2.25563
H -2.57002 2.84869 -1.80455
H -4.55993 2.23522 -0.38400
H -4.83050 2.32008 -2.08161
H -5.85321 0.28292 -1.69518
H -5.05536 0.04491 -0.18527
H -3.01999 -0.74705 -1.54561
H -3.93830 -0.42795 -2.98533
H -5.55955 -2.17558 -2.36712
H -3.93708 -2.82207 -2.45977
H -5.71706 -2.48293 -0.05106
H -4.68624 -3.80806 -0.52817
H -2.68999 -2.67219 0.10892
H -3.55273 -1.24447 0.61753
H -3.87251 -2.09377 2.64992
H -4.89904 -3.31565 1.93304
H -3.10311 -4.90598 1.90944
H -2.99350 -4.08134 3.46370
H -1.31204 -2.46572 2.20039
H -1.14737 -3.88328 1.13757
H 0.16424 -4.95576 2.60114
H -0.98048 -4.65328 3.93279
H -0.01696 -2.42353 4.27766
H 1.01574 -2.63337 2.86185
H 1.27359 -3.60399 4.33184
H -0.30871 2.90879 3.25228
H -1.75328 3.09527 2.31744
H -0.64971 0.64920 3.60120
H -1.17276 0.38770 1.96819
H -3.32589 1.79988 3.04788
H -3.20390 0.07479 2.82343
H -3.51169 -0.50071 6.14621
H -2.21487 -1.18689 5.18537
H -3.87148 -1.02268 4.51115
C -0.59227 9.22472 -1.72961
O 0.08942 8.21662 -2.44620
C -0.04048 6.91074 -1.88736
C -0.87874 6.01883 -2.77855
N -2.28221 6.41660 -2.77804
C -3.09960 5.75402 -3.79082
C -2.77070 6.00087 -5.25975
O -3.01700 7.32233 -5.69925
C -1.97248 8.24917 -5.46251
H -0.29133 10.18429 -2.14749
H -1.68047 9.13301 -1.82648
H -0.32653 9.20563 -0.66863
H -0.44767 6.94980 -0.87347
H 0.96077 6.48789 -1.82499
H -0.80503 4.98776 -2.41662
H -0.43999 6.05616 -3.78465
H -2.33845 7.41579 -2.92176
H -4.13124 6.07634 -3.62792
H -3.07130 4.67480 -3.60430
H -3.43790 5.36636 -5.84953
H -1.74934 5.69616 -5.51752
H -0.98867 7.77616 -5.50657
H -2.09413 8.75459 -4.50066
H -2.02654 9.01039 -6.24116
C 8.92744 -5.34748 1.58805
O 8.22321 -5.56261 0.38052
C 7.59579 -6.83548 0.28544
C 6.08877 -6.70584 0.33156
N 5.63081 -6.30428 1.65620
C 4.22221 -5.92733 1.72165
C 3.76235 -4.71409 0.91977
O 4.27493 -3.47765 1.37857
C 5.55845 -3.13219 0.88571
H 9.49059 -4.42258 1.47722
H 8.25066 -5.23925 2.44292
H 9.62825 -6.16262 1.78909
H 7.95640 -7.51300 1.06427
H 7.87653 -7.25862 -0.68298
H 5.64000 -7.67067 0.07817
H 5.79867 -5.98390 -0.44383
H 6.18803 -5.52172 1.97146
H 3.99388 -5.73071 2.77217
H 3.61989 -6.79109 1.42287
H 2.67656 -4.64522 1.04251
H 3.94489 -4.82785 -0.15647
H 5.72461 -3.51218 -0.12501
H 6.35162 -3.48634 1.54900
H 5.61786 -2.04335 0.86103
```